17
Properties=species:S:1:pos:R:3:forces:R:3 method="wB97M-V/def2-TZVPD" molar_mass_da=94.2 de_lowest_kj_mol=417.6 homo_lumo_gap_ev="8.69 / 8.38" lumo_energy_ha="0.0318 / 0.0226"
C -1.070 -0.351 1.266 0.21 0.14 -0.11
C -0.566 -1.379 0.306 -1.21 -1.35 -0.14
C -0.327 -0.893 -1.083 0.17 0.08 -0.08
C -0.083 0.604 -0.906 -0.18 0.15 -0.33
C 1.430 0.816 -0.648 0.08 -0.26 -0.18
C 1.082 0.527 0.774 0.95 1.29 0.53
C -0.367 0.845 0.629 -0.30 -0.06 0.04
H -2.162 -0.318 1.432 0.16 0.03 -0.37
H -0.610 -0.508 2.252 -0.28 0.06 -0.06
H -1.011 -2.390 0.370 0.74 0.27 0.23
H -1.145 -1.114 -1.788 -0.05 0.02 0.32
H 0.566 -1.385 -1.508 -0.28 0.10 -0.02
H -0.577 1.237 -1.646 0.06 -0.06 0.08
H 2.107 0.084 -1.111 -0.13 0.18 -0.11
H 1.800 1.824 -0.911 -0.14 -0.19 0.40
H 1.712 0.575 1.667 -0.21 -0.32 -0.18
H -0.779 1.826 0.906 0.41 -0.07 -0.02